A single C4H6F3N3O2 molecule, computed with wB97M-V/def2-TZVPD.

Geometry as XYZ:
```
18
C4H6F3N3O2, DFT wB97M-V/def2-TZVPD
C 0.32 -0.94 -1.44
C -0.62 -0.01 0.58
C 0.68 0.01 1.51
C 0.32 -0.55 -2.93
N -1.23 1.46 1.20
N 0.33 0.67 2.69
N -0.55 -0.05 -0.76
O 0.95 -1.76 -0.83
O -1.02 1.17 2.53
F -1.41 -1.08 1.22
F 1.27 -1.15 1.82
F 1.60 0.74 0.91
H 0.87 -1.28 -3.48
H -0.71 -0.76 -3.33
H 0.67 0.48 -2.86
H -0.58 2.24 0.80
H 0.29 0.25 3.67
H -1.18 0.56 -1.30
```

Summary:
Frontier orbital gap ... 10.10 eV
Spin multiplicity ... 1
LUMO energy ... 0.491 eV
Energy relative to the best compared isomer or geometry (same formula, charge and spin) ... 61.03 kJ/mol
SMILES string ... CC(=O)N[C@]1(F)NONC1(F)F
Highest occupied orbital energy ... -0.353 Ha
E_tot ... -770.22615 Ha

Atom charges from the natural (NBO) analysis, given in e for atoms 1 to 8:
1. C 0.714
2. C 0.567
3. C 0.723
4. C -0.725
5. N -0.306
6. N -0.401
7. N -0.703
8. O -0.537



8 unconnected molecules or ions with the total composition C23H60F9N5O14S3, computed with wB97M-V/def2-TZVPD.

Geometry as XYZ:
```
114
C23H60F9N5O14S3, DFT wB97M-V/def2-TZVPD
C 3.16 -2.75 -1.63
C 3.11 -1.42 -2.41
C 3.77 -1.47 -3.75
O 3.15 -2.56 -4.41
C 3.77 -3.01 -5.71
N 1.62 -1.10 -2.61
H 1.07 -1.01 -1.72
H 1.53 -0.20 -3.07
H 1.12 -1.81 -3.19
H 2.44 -2.64 -0.77
H 4.25 -2.85 -1.33
H 2.79 -3.50 -2.33
H 3.52 -0.63 -1.77
H 4.81 -1.77 -3.56
H 3.70 -0.50 -4.24
H 3.59 -2.28 -6.49
H 3.30 -3.97 -5.92
H 4.83 -3.15 -5.52
C -4.10 -0.76 -3.97
C -4.64 -1.59 -2.74
C -4.18 -3.06 -2.99
O -4.57 -3.91 -1.90
C -4.52 -5.32 -2.19
N -4.10 -1.06 -1.52
H -4.58 -0.18 -1.22
H -4.15 -1.77 -0.77
H -3.12 -0.84 -1.56
H -4.07 0.39 -3.83
H -4.83 -0.87 -4.77
H -3.09 -1.12 -4.15
H -5.73 -1.59 -2.66
H -3.14 -2.95 -3.28
H -4.71 -3.30 -3.88
H -4.70 -5.79 -1.29
H -3.51 -5.50 -2.62
H -5.25 -5.61 -3.00
C -1.02 5.05 -6.90
C -1.08 5.72 -5.52
C -2.10 5.14 -4.46
O -1.96 5.90 -3.34
C -2.76 5.46 -2.26
N 0.40 5.70 -5.04
H 0.83 6.42 -5.59
H 0.35 5.83 -4.03
H 0.92 4.82 -5.17
H -0.71 4.00 -6.79
H -0.31 5.47 -7.64
H -2.08 5.15 -7.22
H -1.32 6.80 -5.63
H -1.90 4.09 -4.22
H -3.17 5.22 -4.83
H -2.53 4.38 -2.05
H -3.82 5.52 -2.52
H -2.51 6.09 -1.45
C 3.64 -3.35 3.65
C 3.33 -3.57 5.12
C 4.43 -4.28 5.85
O 4.45 -4.33 7.22
C 3.34 -5.11 7.69
N 3.20 -2.24 5.88
H 4.03 -1.65 5.68
H 2.29 -1.71 5.63
H 3.21 -2.41 6.89
H 2.88 -3.65 2.96
H 4.52 -3.95 3.41
H 3.89 -2.30 3.40
H 2.37 -4.10 5.21
H 5.35 -3.82 5.45
H 4.50 -5.29 5.39
H 2.34 -4.61 7.50
H 3.46 -5.03 8.78
H 3.33 -6.07 7.22
C 0.61 3.60 2.98
C -0.20 2.75 3.84
C -1.58 3.30 3.89
O -2.33 2.31 4.57
C -3.75 2.33 4.23
N -0.30 1.37 3.44
H 0.59 0.88 3.57
H -1.03 0.90 3.97
H -0.44 1.15 2.41
H 0.29 3.59 1.93
H 1.65 3.26 3.02
H 0.53 4.54 3.48
H 0.19 2.76 4.87
H -2.02 3.42 2.91
H -1.60 4.25 4.38
H -4.19 3.37 4.51
H -4.13 1.52 4.87
H -3.90 2.09 3.18
C 2.61 3.54 -2.58
F 3.83 3.67 -3.17
F 2.66 2.90 -1.39
F 2.19 4.86 -2.40
S 1.49 2.67 -3.79
O 1.94 1.25 -3.75
O 0.23 3.06 -3.28
O 1.87 3.35 -5.02
C -1.02 -1.85 0.84
F -1.10 -1.84 2.18
F -0.14 -2.74 0.45
F -2.25 -2.31 0.40
S -0.65 -0.25 -0.02
O 0.79 -0.22 -0.13
O -1.30 -0.39 -1.29
O -1.21 0.77 0.89
C -1.58 -1.98 5.62
F -2.33 -2.21 6.65
F -1.18 -3.20 5.14
F -2.38 -1.41 4.67
S -0.08 -0.85 6.07
O -0.43 0.50 6.08
O 0.38 -1.43 7.32
O 0.92 -1.11 4.97
```

Summary:
Frontier orbital gap ... 9.85 eV
Spin multiplicity ... 1
LUMO energy ... -4.076 eV
Total charge ... +2
Energy relative to the best compared isomer or geometry (same formula, charge and spin) ... 0.00 kJ/mol
Highest occupied orbital energy ... -0.512 Ha
E_tot ... -4332.31327 Ha

Atom charges from the Löwdin analysis, given in e for atoms 1 to 8:
1. C -0.026
2. C -0.309
3. C -0.209
4. O -0.226
5. C 0.002
6. N 0.191
7. H 0.084
8. H 0.057



A molecular structure, C5H11NO2, computed with wB97M-V/def2-TZVPD.

Geometry as XYZ:
```
19
C5H11NO2, DFT wB97M-V/def2-TZVPD
O -0.46 -0.10 -2.04
C 0.32 0.71 -1.35
O 1.68 0.94 -2.21
C 0.05 1.82 -0.50
C 0.99 0.07 -0.15
C 0.37 -0.28 1.24
C -1.78 -1.36 0.74
N -0.36 -1.52 1.18
H 1.25 0.79 -3.08
H 0.83 2.57 -0.54
H -1.00 2.14 -0.46
H 1.94 0.62 0.03
H 1.61 -0.88 -0.45
H -0.16 0.68 1.66
H 1.25 -0.48 1.94
H -1.71 -0.54 -0.10
H -2.35 -0.82 1.56
H -2.18 -2.36 0.44
H -0.29 -1.99 2.07
```

Summary:
Frontier orbital gap (alpha / beta) ... 6.77 / 7.12 eV
Spin multiplicity ... 2
LUMO energy (alpha / beta) ... 3.977 / 3.967 eV
Total charge ... -1
Energy relative to the best compared isomer or geometry (same formula, charge and spin) ... 336.37 kJ/mol
⟨S²⟩ ... 0.75
Highest occupied orbital energy (alpha / beta) ... -0.102 / -0.116 Ha
E_tot ... -402.19749 Ha

Atom charges from the natural (NBO) analysis, given in e for atoms 1 to 8:
1. O -0.887
2. C 0.430
3. O -0.867
4. C -0.414
5. C -0.469
6. C -0.216
7. C -0.448
8. N -0.633



5 unconnected molecules or ions with the total composition C4H18NO4S, computed with wB97M-V/def2-TZVPD.

Geometry as XYZ:
```
28
C4H18NO4S, DFT wB97M-V/def2-TZVPD
C -0.42 -1.49 0.02
C -1.64 -1.76 -0.82
S -1.60 -0.56 -2.26
C -0.44 -2.14 1.44
N -0.56 -1.08 2.49
C 0.45 -0.07 2.31
H 0.51 -1.78 -0.51
H -0.25 -0.42 0.07
H -2.58 -1.51 -0.35
H -1.61 -2.72 -1.31
H -1.31 -2.75 1.49
H 0.57 -2.50 1.63
H -1.43 -0.59 2.35
H 1.47 -0.47 2.33
H 0.47 0.67 3.10
H 0.37 0.54 1.41
H -0.20 1.80 -2.53
H 0.54 2.37 -1.28
O 0.26 2.57 -2.18
H -1.66 3.20 -0.97
H -2.03 1.74 -0.71
O -1.80 2.55 -0.26
H 2.35 0.54 -2.42
H 1.46 -0.70 -2.34
O 2.37 -0.40 -2.26
H 2.93 1.81 0.20
H 1.68 1.13 0.68
O 2.13 1.99 0.71
```

Summary:
Frontier orbital gap ... 6.66 eV
Spin multiplicity ... 1
LUMO energy ... 3.237 eV
Total charge ... -1
Energy relative to the best compared isomer or geometry (same formula, charge and spin) ... 137.63 kJ/mol
Highest occupied orbital energy ... -0.126 Ha
E_tot ... -917.12621 Ha

Atom charges from the natural (NBO) analysis, given in e for atoms 1 to 8:
1. C -0.457
2. C -0.508
3. S -0.780
4. C -0.231
5. N -0.620
6. C -0.416
7. H 0.198
8. H 0.206



A molecular structure, C3H4EuO3, computed with wB97M-V/def2-TZVPD.

Geometry as XYZ:
```
11
C3H4EuO3, DFT wB97M-V/def2-TZVPD
C -0.89 1.26 0.68
C -0.79 -0.01 1.16
O -0.38 -1.08 0.42
C 0.58 -1.05 -0.48
O 1.02 0.09 -0.93
O 0.83 -2.05 -1.17
H 0.43 1.00 -0.45
H -0.88 -0.27 2.22
H -1.49 1.38 -0.22
Eu 2.61 -1.29 -2.67
H -1.05 2.02 1.45
```

Summary:
Frontier orbital gap (alpha / beta) ... 8.35 / 8.58 eV
Spin multiplicity ... 8
LUMO energy (alpha / beta) ... -9.432 / -9.211 eV
Total charge ... +2
Energy relative to the best compared isomer or geometry (same formula, charge and spin) ... 212.14 kJ/mol
⟨S²⟩ ... 15.76
Highest occupied orbital energy (alpha / beta) ... -0.654 / -0.654 Ha
E_tot ... -1052.08122 Ha

Atom charges from the natural (NBO) analysis, given in e for atoms 1 to 8:
1. C -0.657
2. C 0.297
3. O -0.447
4. C 1.028
5. O -0.790
6. O -0.735
7. H 0.539
8. H 0.246



A single C17H11N5O molecule, computed with wB97M-V/def2-TZVPD.

Geometry as XYZ:
```
34
C17H11N5O, DFT wB97M-V/def2-TZVPD
N -0.11 -2.94 -0.39
N -0.75 4.09 0.30
C -0.70 -1.91 -0.37
C -1.14 3.02 0.12
N -0.27 -0.83 4.92
N 2.29 0.42 1.75
O -1.13 -0.23 2.92
C -1.34 -0.67 4.20
C 1.00 0.25 1.65
C 0.74 -0.50 4.05
C 0.23 -0.13 2.84
C 1.62 1.00 -0.32
C 2.71 0.81 0.52
C -3.45 0.36 -1.09
C -2.67 -0.78 -0.98
C -2.95 1.61 -0.66
C -1.40 -0.67 -0.47
C -1.64 1.70 -0.19
C -0.84 0.57 -0.08
N 0.49 0.62 0.40
C 4.50 2.14 -0.87
C 4.84 0.63 -0.97
C 4.15 1.15 0.27
H -2.33 -0.71 4.69
H 1.79 -0.56 4.29
H 1.58 1.42 -1.34
H -4.44 0.24 -1.45
H -3.08 -1.73 -1.33
H -3.59 2.49 -0.73
H 3.69 2.53 -1.52
H 5.26 2.91 -0.73
H 5.91 0.44 -0.99
H 4.25 0.03 -1.67
H 4.76 1.20 1.21
```

Summary:
Frontier orbital gap ... 7.46 eV
Spin multiplicity ... 1
LUMO energy ... -0.706 eV
Energy relative to the best compared isomer or geometry (same formula, charge and spin) ... 0.00 kJ/mol
SMILES string ... N#Cc1cccc(C#N)c1-n1cc(C2CC2)nc1-c1cnco1
Highest occupied orbital energy ... -0.300 Ha
E_tot ... -1003.36772 Ha

Atom charges from the natural (NBO) analysis, given in e for atoms 1 to 8:
1. N -0.263
2. N -0.261
3. C 0.260
4. C 0.263
5. N -0.435
6. N -0.420
7. O -0.413
8. C 0.307



A molecular structure, C33H36BrF4N4O2TcTe, computed with wB97M-V/def2-TZVPD.

Geometry as XYZ:
```
82
C33H36BrF4N4O2TcTe, DFT wB97M-V/def2-TZVPD
Tc 0.09 -0.62 1.50
C 2.39 -1.68 -0.25
N 1.46 -2.13 0.78
C 2.24 -2.73 1.88
C 0.55 -3.14 0.19
C -0.62 -3.45 1.13
N -1.04 -2.23 1.81
C -2.20 -2.21 2.50
C -2.59 -1.00 3.13
F -1.68 0.04 3.09
C -3.83 -0.80 3.70
F -4.12 0.39 4.20
C -4.77 -1.83 3.72
C -4.39 -3.06 3.20
F -5.24 -4.07 3.23
C -3.14 -3.26 2.63
F -2.84 -4.48 2.16
H 2.86 -2.53 -0.75
H 3.18 -1.07 0.18
H 1.86 -1.09 -1.00
H 2.84 -3.56 1.50
H 1.58 -3.11 2.65
H 2.91 -1.99 2.31
H 1.08 -4.07 -0.04
H 0.17 -2.72 -0.74
H -0.36 -4.22 1.86
H -1.44 -3.86 0.52
H -5.76 -1.68 4.13
O 2.97 1.26 6.57
C 2.32 0.72 5.58
C 1.48 -0.40 5.69
C 0.86 -0.91 4.57
N 1.01 -0.37 3.35
C 1.77 0.73 3.27
Br 1.76 1.46 1.51
C 2.45 1.31 4.30
H 2.85 0.84 7.44
H 1.32 -0.87 6.65
H 0.22 -1.77 4.64
H 3.05 2.20 4.18
O -0.75 -0.28 -0.41
C -1.60 0.26 -1.15
C -1.89 -0.28 -2.51
C -3.35 -0.83 -2.37
C -3.75 -1.25 -0.94
C -4.33 -0.12 -0.07
C -3.26 0.87 0.43
N -2.44 1.22 -0.72
H -1.19 -1.07 -2.78
H -1.85 0.48 -3.29
H -3.44 -1.69 -3.03
H -4.06 -0.08 -2.72
H -2.90 -1.72 -0.43
H -4.53 -2.00 -1.03
H -4.84 -0.55 0.79
H -5.08 0.43 -0.64
H -2.60 0.39 1.15
H -3.70 1.76 0.88
H -3.00 1.64 -1.45
Te 1.37 1.79 -2.28
C 1.54 3.87 -2.57
C 0.58 4.67 -1.94
C 0.70 6.04 -1.99
C 1.78 6.62 -2.66
C 2.73 5.82 -3.28
C 2.61 4.44 -3.25
C 2.56 0.99 -3.89
C 2.00 0.83 -5.15
C 2.74 0.20 -6.14
C 4.02 -0.26 -5.89
C 4.57 -0.10 -4.62
C 3.84 0.52 -3.62
H -0.26 4.22 -1.43
H -0.04 6.67 -1.51
H 1.87 7.69 -2.70
H 3.58 6.27 -3.78
H 3.35 3.82 -3.74
H 1.00 1.18 -5.37
H 2.30 0.07 -7.12
H 4.59 -0.75 -6.66
H 5.57 -0.45 -4.42
H 4.28 0.65 -2.64
```

Summary:
Frontier orbital gap (alpha / beta) ... 3.77 / 2.79 eV
Spin multiplicity ... 4
LUMO energy (alpha / beta) ... -10.350 / -11.322 eV
Total charge ... +3
⟨S²⟩ ... 3.80
Highest occupied orbital energy (alpha / beta) ... -0.519 / -0.519 Ha
E_tot ... -4969.86725 Ha

Atom charges from the Löwdin analysis, given in e for atoms 1 to 8:
1. Tc 1.491
2. C -0.062
3. N -0.350
4. C -0.041
5. C -0.143
6. C -0.147
7. N -0.060
8. C -0.151



A molecular structure, C6H12NiOP, computed with wB97M-V/def2-TZVPD.

Geometry as XYZ:
```
21
C6H12NiOP, DFT wB97M-V/def2-TZVPD
C 0.23 0.21 -1.86
C -0.76 -0.61 -2.50
C -0.45 -1.96 -2.23
C 0.82 -2.03 -1.57
C 1.22 -0.68 -1.31
Ni -0.02 1.41 1.75
P -0.14 3.25 0.69
H 0.27 1.29 -1.85
H -1.60 -0.25 -3.09
H -1.04 -2.83 -2.57
H 2.16 -0.36 -0.86
H 1.34 -2.96 -1.31
H -1.45 3.54 1.22
H -0.52 3.14 -0.74
H 0.35 4.61 0.74
C -0.08 -1.26 2.33
O 0.29 -0.01 2.84
H -0.69 -1.08 1.44
H -0.63 -1.84 3.09
H 0.85 -1.79 2.10
H -0.14 0.24 3.68
```

Summary:
Frontier orbital gap (alpha / beta) ... 4.32 / 5.79 eV
Spin multiplicity ... 3
LUMO energy (alpha / beta) ... 3.436 / 2.993 eV
Total charge ... -1
⟨S²⟩ ... 2.00
Highest occupied orbital energy (alpha / beta) ... -0.032 / -0.103 Ha
E_tot ... -2160.53188 Ha

Atom charges from the natural (NBO) analysis, given in e for atoms 1 to 8:
1. C -0.384
2. C -0.364
3. C -0.346
4. C -0.380
5. C -0.381
6. Ni 0.224
7. P -0.092
8. H 0.173